# 1
Formula: C3H6OS
Source: the OMol25 dataset
Level of theory: ωB97M-V/def2-TZVPD

net charge	0
total energy	-591.1672	hartree
largest force on an atom	7.98	eV Å⁻¹
E_LUMO	-0.724	eV
relative energy (zero: lowest compared OMol25 entry of this formula, charge and spin)	104.1	kcal per mole

Atoms and positions in Å:
1 C 0.4109 -1.4261 -0.7134
2 C -0.0115 -0.1532 -0.3470
3 C 0.5483 0.2696 1.0084
4 H 1.5743 -1.4135 -0.7795
5 H 0.2710 -1.9151 0.2613
6 H 0.1542 -1.9708 -1.7617
7 H 0.2724 1.3775 1.7620
8 H 0.0119 -0.4826 1.7256
9 H 1.9330 1.4436 0.8791
10 O 1.9563 0.2861 1.0119
11 S -1.5971 0.5331 -0.6169

# 2
Formula: C36H37F3IrP2
Source: the OMol25 dataset
Level of theory: ωB97M-V/def2-TZVPD

net charge	+2
multiplicity	6
total energy	-2479.5295	hartree
largest force on an atom	4.42	eV Å⁻¹
E_LUMO (spin up / spin down)	-6.354 / -10.398	eV
expectation value of S²	8.80
relative energy (zero: lowest compared OMol25 entry of this formula, charge and spin)	22.2	kcal per mole

Atoms and positions in Å:
1 Ir -0.4619 0.8816 0.2867
2 C -2.1014 0.8006 -2.5664
3 C -1.4576 -0.3786 -2.4221
4 C -0.3099 -0.7159 -3.3290
5 C 0.8942 0.2202 -3.0951
6 C 0.9889 0.9774 -1.8407
7 C 0.1223 1.9293 -1.2000
8 C -0.8166 2.7964 -1.9672
9 C -1.5404 2.0699 -3.0827
10 C 1.5693 0.1772 2.1797
11 H -3.1912 0.7977 -2.5758
12 H -2.0514 -1.2858 -2.1497
13 H -0.6224 -0.6176 -4.3798
14 H 0.0114 -1.7508 -3.1653
15 H 1.7784 -0.4185 -3.1432
16 H 1.0261 0.8819 -3.9716
17 H 2.0265 1.2973 -1.7552
18 H 0.6881 2.5481 -0.4745
19 H -0.1376 3.5551 -2.3375
20 H -1.5197 3.2585 -1.2770
21 H -2.3512 2.7144 -3.4431
22 H -0.8616 1.8991 -3.9256
23 H 0.9707 1.1063 2.2299
24 H 2.5533 0.4186 2.6001
25 H 0.9965 -0.6018 2.6839
26 P -1.6921 -0.9686 0.0777
27 P 2.0674 -0.2572 0.5043
28 C -0.1941 -1.8895 -0.4453
29 C 1.1376 -1.5899 -0.3611
30 C -2.4777 -2.3336 0.9965
31 C -3.0020 -3.4044 0.2586
32 C -3.7297 -4.4020 0.9063
33 C -3.8848 -4.3952 2.2993
34 C -3.2931 -3.3555 3.0255
35 C -2.5851 -2.3376 2.3898
36 C -3.2627 0.2283 -0.1318
37 C -2.9806 1.5896 -0.1985
38 C -3.9283 2.5822 -0.3670
39 C -5.2576 2.1826 -0.3674
40 C -5.5798 0.8346 -0.1991
41 C -4.5959 -0.1621 -0.0766
42 C 3.4097 -1.3771 1.0754
43 C 3.0575 -2.5965 1.6891
44 C 4.0298 -3.3391 2.3644
45 C 5.3594 -2.8817 2.4028
46 C 5.7084 -1.6899 1.7566
47 C 4.7371 -0.9503 1.0845
48 C 3.1104 1.3207 0.1329
49 C 2.7595 2.5324 0.7533
50 C 3.2991 3.7687 0.3754
51 C 4.1458 3.8497 -0.7333
52 C 4.5064 2.6594 -1.3822
53 C 4.0637 1.4119 -0.9259
54 H -0.4838 -2.8879 -0.8143
55 H 1.8606 -2.3338 -0.7320
56 H -2.8423 -3.4813 -0.8204
57 H -4.1888 -5.1985 0.3318
58 H -4.4659 -5.1780 2.8113
59 H -3.3862 -3.3327 4.1059
60 H -2.1074 -1.5566 2.9800
61 H -1.9298 1.9719 0.0518
62 H -3.6255 3.6249 -0.4585
63 H -6.0214 2.9384 -0.4803
64 H -6.6185 0.5228 -0.1780
65 H -4.8460 -1.2190 0.0790
66 H 2.0283 -2.9575 1.6660
67 H 3.7546 -4.2578 2.8952
68 H 6.1190 -3.4326 2.9613
69 H 6.7285 -1.2958 1.7953
70 H 5.0229 -0.0088 0.6323
71 H 2.0126 2.5644 1.5441
72 H 2.9872 4.6618 0.9305
73 H 4.4973 4.8201 -1.1008
74 H 5.1381 2.7342 -2.2760
75 H 4.3804 0.5344 -1.4779
76 F -0.9055 0.1979 3.2303
77 C -1.1489 1.2123 2.3024
78 F -2.5032 1.4256 2.3678
79 F -0.5880 2.3409 2.8703

# 3
Formula: C23H27Cl5FeN6SSi
Source: the OMol25 dataset
Level of theory: ωB97M-V/def2-TZVPD

net charge	0
multiplicity	5
total energy	-5473.4989	hartree
largest force on an atom	0.52	eV Å⁻¹
E_LUMO (spin up / spin down)	-0.180 / -0.227	eV
expectation value of S²	6.26
relative energy (zero: lowest compared OMol25 entry of this formula, charge and spin)	13.2	kcal per mole

Atoms and positions in Å:
1 Fe 0.0286 -0.4671 1.1161
2 N 1.0960 -1.4791 5.2127
3 C 0.7471 -0.8730 4.0187
4 S -0.1440 -1.8953 2.8984
5 N 1.1094 0.3422 3.8341
6 N 0.7982 0.8837 2.5919
7 C 1.1070 2.1765 2.5790
8 C 0.9861 3.0489 1.4825
9 C 1.3223 4.4318 1.6210
10 C 1.2109 5.2749 0.5550
11 C 0.7311 4.7709 -0.6810
12 C 0.4210 3.4293 -0.7398
13 N 0.5714 2.5590 0.2651
14 H 0.5069 -2.2486 5.4850
15 H 1.3069 -0.8274 5.9533
16 H 1.4710 2.5908 3.5149
17 H 1.6532 4.7961 2.5864
18 H 1.4663 6.3220 0.6592
19 H 0.5819 5.4102 -1.5389
20 H 0.0500 3.0050 -1.6703
21 Cl -2.6134 0.5890 1.0790
22 C -2.0037 0.6243 -0.5499
23 C -0.7015 0.1555 -0.7287
24 C -0.2299 0.2831 -2.0189
25 Cl 1.4553 -0.1137 -2.3701
26 C -0.9965 0.7329 -3.0954
27 Cl -0.3500 0.7887 -4.6928
28 C -2.3093 1.1232 -2.8705
29 Cl -3.3040 1.6374 -4.1747
30 C -2.8135 1.0960 -1.5681
31 Cl -4.4192 1.6208 -1.2535
32 C -1.4597 -3.9907 1.1256
33 Si -0.8030 -2.5964 0.0421
34 C 0.6573 -3.3384 -0.8911
35 C -2.2109 -2.3235 -1.1855
36 C -3.5242 -2.1896 -0.7245
37 C -4.5747 -1.9552 -1.5992
38 C -4.3357 -1.8627 -2.9641
39 C -3.0441 -2.0169 -3.4458
40 C -1.9964 -2.2435 -2.5624
41 H -1.8352 -4.7602 0.4443
42 H -2.2839 -3.6784 1.7677
43 H -0.6890 -4.4264 1.7596
44 H 0.3170 -4.2473 -1.3957
45 H 1.4409 -3.6327 -0.1893
46 H 1.0894 -2.6800 -1.6448
47 H -3.7307 -2.2493 0.3385
48 H -5.5806 -1.8371 -1.2158
49 H -5.1523 -1.6706 -3.6484
50 H -2.8493 -1.9489 -4.5095
51 H -0.9912 -2.3457 -2.9598
52 N 3.1978 1.9538 -0.0101
53 C 4.0225 0.7122 0.1425
54 C 3.3938 -0.1575 1.2206
55 N 2.3579 -1.0689 0.7225
56 H 3.5374 2.5822 -0.7357
57 H 3.1300 2.4740 0.8746
58 H 2.2001 1.7300 -0.2130
59 H 5.0368 1.0172 0.3916
60 H 4.0303 0.2167 -0.8271
61 H 2.9468 0.5096 1.9624
62 H 4.1671 -0.7147 1.7485
63 H 2.5689 -2.0270 0.9632
64 H 2.2314 -1.0219 -0.2818

# 4
Formula: C28H22N7Pd
Source: the OMol25 dataset
Level of theory: ωB97M-V/def2-TZVPD

net charge	+1
multiplicity	3
total energy	-1591.0691	hartree
largest force on an atom	1.12	eV Å⁻¹
E_LUMO (spin up / spin down)	-3.195 / -5.120	eV
expectation value of S²	2.04
relative energy (zero: lowest compared OMol25 entry of this formula, charge and spin)	0.0	kcal per mole

Atoms and positions in Å:
1 Pd -0.2500 -0.4973 0.5930
2 C 1.6584 4.0059 -2.1730
3 C 0.2988 4.0839 -1.9076
4 C -0.2642 3.2890 -0.9214
5 C 0.5365 2.4003 -0.2063
6 C 1.8965 2.3096 -0.4839
7 C 2.4556 3.1215 -1.4551
8 N -0.0338 1.5529 0.7709
9 C -0.8084 2.0637 1.7633
10 C -0.9290 3.4360 2.0798
11 C -1.7217 3.8220 3.1342
12 C -2.3899 2.8642 3.9043
13 C -2.2642 1.5028 3.6377
14 C -1.4714 1.1097 2.5857
15 N -1.2380 -0.2094 2.2072
16 N -1.7230 -1.2182 2.9006
17 C -1.4908 -2.3970 2.2782
18 C -1.9896 -3.5909 2.8129
19 C -1.7859 -4.7666 2.1303
20 C -1.0817 -4.7554 0.9252
21 C -0.5987 -3.5566 0.4482
22 N -0.7820 -2.4077 1.1030
23 H 2.0976 4.6311 -2.9393
24 H -0.3274 4.7658 -2.4685
25 H -1.3294 3.3211 -0.7244
26 H 2.5089 1.6204 0.0837
27 H 3.5177 3.0631 -1.6543
28 H -0.3778 4.1701 1.5097
29 H -1.8175 4.8717 3.3758
30 H -3.0042 3.1840 4.7358
31 H -2.7623 0.7549 4.2375
32 H -2.5344 -3.5454 3.7448
33 H -2.1757 -5.6966 2.5225
34 H -0.9057 -5.6632 0.3668
35 H -0.0399 -3.4891 -0.4748
36 C 4.5322 -2.9510 -0.1515
37 C 3.9622 -2.1940 0.8636
38 C 2.8407 -1.4182 0.6132
39 C 2.2817 -1.4238 -0.6550
40 C 2.8378 -2.1804 -1.6758
41 C 3.9684 -2.9416 -1.4197
42 N 1.1842 -0.5544 -0.9928
43 N 0.1549 -1.1715 -1.4171
44 C -0.8238 -0.3929 -2.1591
45 C -0.6355 -0.1784 -3.5103
46 C -1.6847 0.3966 -4.2091
47 C -2.8587 0.7131 -3.5408
48 C -2.9249 0.4712 -2.1790
49 N -1.9135 -0.0648 -1.4952
50 H 5.4166 -3.5423 0.0446
51 H 4.3947 -2.2011 1.8555
52 H 2.4019 -0.8182 1.3980
53 H 2.3902 -2.1610 -2.6619
54 H 4.4101 -3.5251 -2.2171
55 H 0.2895 -0.4627 -3.9943
56 H -1.5873 0.5835 -5.2704
57 H -3.7028 1.1400 -4.0639
58 H -3.8073 0.7269 -1.6044

Question: Which of these has the highest largest force on an atom?
Answer: C3H6OS